Record 1
15
Properties=species:S:1:pos:R:3 method="wB97M-V/def2-TZVPD" charge=+1 e_above_lowest_kcal_mol=136.4 e_homo_ev="-11.7 / -11.7" molar_mass_g_mol=198.0 homo_lumo_gap_ev="4.079 / 4.082" lumo_energy_ev="-7.6486 / -7.6468"
C 1.0792 2.1626 -0.7669
C 1.3637 -1.9935 -0.4791
C 1.0616 2.6109 0.4262
C 1.6147 -1.2558 0.6489
N 0.2089 -2.6845 -0.7817
I -3.5316 0.2584 -0.0322
H 1.2203 2.1304 -1.7517
H 2.1647 -1.9409 -1.2929
H -4.7416 1.1186 0.5542
H 1.8032 3.3904 0.6032
H 0.2994 2.1921 1.1227
H 0.9263 -1.2981 1.4551
H 2.4551 -0.6563 0.8202
H 0.2111 -3.4148 -1.4875
H -0.6043 -2.6114 -0.2829



Record 2
54
Properties=species:S:1:pos:R:3 method="wB97M-V/def2-TZVPD" charge=+1 e_above_lowest_kcal_mol=38.4 e_homo_ev=-11.3 molar_mass_g_mol=333.5 homo_lumo_gap_ev=6.222 lumo_energy_ev=-5.0610
C 0.8783 4.8458 1.3766
C 1.0765 3.4036 0.9415
C 2.4276 3.2931 0.2460
C 0.7271 2.3936 2.0750
C -0.7410 2.5218 1.6334
C -0.2013 2.8051 0.2029
C 0.0611 1.4605 -0.4045
C -0.0336 1.3737 -1.8796
C 0.4590 0.4230 0.4689
C 1.1924 0.9651 1.7240
H -0.0646 5.0094 1.8980
H 1.6855 5.1456 2.0490
H 0.8993 5.5078 0.5093
H 2.6724 2.2708 -0.0942
H 2.4294 3.9504 -0.6473
H 3.2258 3.6156 0.9457
H 0.9407 2.7588 3.0898
H -1.3447 1.6170 1.7022
H -1.2890 3.3496 2.0789
H -0.7385 3.5459 -0.4174
H -0.5386 2.2675 -2.2980
H 0.9264 1.1746 -2.4236
H -0.7079 0.5418 -2.1325
H 1.1578 -0.3153 -0.0328
H 2.2984 0.9062 1.6813
H 0.9188 0.3133 2.5543
C -1.4032 -2.6029 -5.5546
O -2.3245 -2.0240 -4.5931
C -1.9719 -1.9855 -3.2826
C -2.8847 -1.4325 -2.3543
C -2.5117 -1.2069 -1.0507
C -1.1923 -1.4855 -0.5882
C -0.6320 -0.9874 0.7076
C -0.1741 -2.0764 1.6358
C -0.2507 -1.8252 3.0270
C 0.5608 -2.5043 3.9291
C 1.4309 -3.5161 3.4773
C 1.3332 -3.9184 2.1431
C 0.4388 -3.2977 1.2552
C -0.3403 -2.1372 -1.4894
C -0.7149 -2.4107 -2.8019
H -1.9394 -2.4547 -6.4885
H -0.4611 -2.0686 -5.5806
H -1.2784 -3.6583 -5.3476
H -3.8451 -1.1471 -2.7584
H -3.2713 -0.8246 -0.3538
H -1.3568 -0.3341 1.2227
H -0.9223 -1.0365 3.3901
H 0.5028 -2.2756 4.9857
H 2.0531 -4.0793 4.1885
H 1.9324 -4.7762 1.7938
H 0.2582 -3.7360 0.2739
H 0.6627 -2.4137 -1.1727
H -0.0153 -2.9288 -3.4602



Record 3
21
Properties=species:S:1:pos:R:3 method="wB97M-V/def2-TZVPD" spin_multiplicity=3 s2=2.01 e_above_lowest_kcal_mol=0.0 e_homo_ev="-8.5 / -11.1" molar_mass_g_mol=199.2 homo_lumo_gap_ev="9.174 / 10.034" lumo_energy_ev="0.6502 / -1.1005"
C 2.7862 -0.1424 0.0331
C -3.5173 -0.1625 -0.2708
C -2.1352 -0.5249 -0.7857
C 1.4188 -0.3558 -0.5184
N 1.4090 2.4561 0.8119
O 3.6737 0.0160 -0.7993
O 2.8957 0.0258 1.3610
O 0.0507 -2.4027 -0.1094
O 0.5458 -1.0585 1.9205
O 1.2886 -0.2648 -1.7813
O -1.1675 -0.2471 0.3930
S 0.1715 -1.1060 0.4999
H -3.8675 -0.8974 0.4228
H -3.4656 0.8957 0.1370
H -4.2005 0.0169 -1.0985
H -1.8342 0.2884 -1.5314
H -1.8352 -1.4793 -1.1941
H 1.1831 2.2420 1.8330
H 2.1307 -0.3751 1.8197
H 2.2035 3.1457 0.9601
H 2.2658 -0.0702 -2.1033



Record 4
12
Properties=species:S:1:pos:R:3 method="wB97M-V/def2-TZVPD" e_above_lowest_kcal_mol=103.5 e_homo_ev=-8.7 molar_mass_g_mol=78.1 homo_lumo_gap_ev=9.533 lumo_energy_ev=0.8436
C 1.4014 2.1008 0.1588
C 0.8105 1.4871 -1.0245
C 0.1885 0.6580 -1.6504
C -0.5359 -0.5033 -1.4081
C -0.9599 -1.3366 -0.6427
C -1.3163 -2.1274 0.5270
H 2.3525 1.6097 0.3869
H 0.7121 1.8722 0.9859
H 1.5366 3.1805 0.1032
H -2.0942 -1.6091 1.0952
H -0.4363 -2.1972 1.1776
H -1.6591 -3.1346 0.2911



Record 5
121
Properties=species:S:1:pos:R:3 method="wB97M-V/def2-TZVPD" charge=+1 e_above_lowest_kcal_mol=13.7 e_homo_ev=-11.1 molar_mass_g_mol=902.0 homo_lumo_gap_ev=1.731 lumo_energy_ev=-9.4149
Al 3.2075 -1.8391 -1.0944
C -0.9494 0.9212 -0.4648
F -0.0997 1.9526 -0.3998
F -1.6112 0.8381 0.6869
F -1.7959 1.1438 -1.4518
S 0.0138 -0.6239 -0.7328
O 0.7984 -0.3651 -1.9364
O 0.9906 -0.7496 0.3580
O -0.9473 -1.6864 -0.7960
C 2.0693 1.0393 -5.4211
F 1.7069 0.9809 -6.6927
F 3.0447 1.9413 -5.3063
F 1.0186 1.3319 -4.6694
S 2.7503 -0.6076 -4.9072
O 3.9315 -0.8233 -5.6969
O 3.0550 -0.4848 -3.4736
O 1.6944 -1.5551 -5.1644
C -0.7349 -4.4183 -2.9673
C -0.0531 -5.3505 -1.9685
C 1.4215 -4.9572 -2.0413
O 1.3322 -3.5364 -2.1870
C 0.3046 -3.2702 -3.1503
H -1.6855 -4.0139 -2.6326
H -0.8930 -4.8652 -3.9495
H -0.1567 -6.4267 -2.1085
H -0.4927 -5.1092 -1.0003
H 1.9173 -5.3772 -2.9201
H 1.9198 -5.2782 -1.1291
H 0.5589 -3.1421 -4.1985
H -0.1690 -2.3382 -2.8671
C 4.7449 0.1324 3.4563
C 3.3891 0.8643 3.5778
C 2.6175 0.3320 2.3577
O 3.3449 -0.7405 1.7870
C 4.3708 -1.1261 2.6986
H 5.1378 -0.1193 4.4427
H 5.5395 0.7095 2.9811
H 3.4881 1.9424 3.6398
H 2.9660 0.4446 4.4903
H 2.4807 1.1188 1.6094
H 1.5901 0.0932 2.6463
H 5.2161 -1.4421 2.0802
H 4.1261 -1.9439 3.3823
C -4.0517 -1.6282 3.9747
C -3.3742 -1.0857 2.6940
C -1.8954 -1.4323 2.8342
O -1.7974 -2.3833 3.8846
C -2.8800 -2.1361 4.7854
H -4.6993 -2.4340 3.6283
H -4.7124 -0.9170 4.4646
H -3.4999 -0.0275 2.4509
H -3.8651 -1.5543 1.8358
H -1.3502 -0.5417 3.1942
H -1.3804 -1.7593 1.9324
H -2.5081 -1.3824 5.4944
H -3.0519 -3.0536 5.3452
C -1.0993 3.1989 3.4355
C 0.1906 3.6373 2.7632
C 0.2747 5.1072 3.1310
O -1.0918 5.5533 3.0298
C -1.9611 4.4828 3.3931
H -0.9488 2.8557 4.4585
H -1.6165 2.4058 2.8936
H 0.1307 3.5880 1.6744
H 1.0816 3.0983 3.0959
H 0.7705 5.7304 2.3876
H 0.6369 5.3115 4.1431
H -2.7391 4.4179 2.6340
H -2.3922 4.6478 4.3830
C -2.2900 4.5333 -2.2951
C -2.4093 3.9245 -3.6620
C -1.8730 4.9344 -4.6523
O -0.9195 5.6783 -3.8971
C -1.1139 5.5321 -2.4861
H -2.1475 3.7857 -1.5153
H -3.1740 5.0833 -1.9602
H -3.3474 3.4302 -3.9048
H -1.6172 3.1612 -3.6882
H -2.6148 5.5825 -5.1347
H -1.3951 4.4110 -5.4851
H -1.4538 6.5001 -2.1204
H -0.2282 5.1574 -1.9733
C 2.8572 3.3017 -1.3212
C 3.6627 3.2249 -0.0177
C 4.5889 2.0430 -0.2379
O 3.8331 1.1318 -1.0450
C 3.0694 1.9147 -1.9351
H 3.1332 4.1559 -1.9331
H 1.8070 3.4377 -1.0557
H 3.0464 3.0522 0.8684
H 4.2181 4.1208 0.2653
H 4.9253 1.5619 0.6799
H 5.4853 2.3212 -0.8079
H 2.1822 1.4083 -2.3061
H 3.6232 2.0599 -2.8871
C 2.2342 -4.1500 3.1547
C 0.8765 -3.6702 2.6031
C 0.9874 -4.0444 1.1284
O 2.3334 -3.6286 0.8500
C 3.0849 -4.2927 1.8828
H 2.1123 -5.0707 3.7205
H 2.5924 -3.3617 3.8146
H 0.7811 -2.5812 2.6005
H 0.0042 -4.0142 3.1554
H 0.2009 -3.5658 0.5498
H 0.8895 -5.1329 1.0200
H 4.0500 -3.8345 2.0901
H 3.2124 -5.3301 1.5687
C -6.0480 -0.7802 -1.8508
C -4.5079 -0.7613 -1.6471
C -4.1576 -2.2183 -1.4059
O -5.3006 -2.8086 -0.8027
C -6.4404 -2.1760 -1.3637
H -6.2479 -0.5768 -2.8986
H -6.4347 0.0220 -1.2255
H -4.2469 -0.2510 -0.7193
H -3.9776 -0.3472 -2.5011
H -3.2544 -2.4040 -0.8219
H -3.9200 -2.8257 -2.3000
H -7.2783 -2.1516 -0.6712
H -6.7218 -2.7878 -2.2315



Record 6
78
Properties=species:S:1:pos:R:3 method="wB97M-V/def2-TZVPD" charge=+1 e_above_lowest_kcal_mol=41.7 e_homo_ev=-12.4 molar_mass_g_mol=558.6 homo_lumo_gap_ev=9.545 lumo_energy_ev=-2.8133
C -4.1890 -1.7205 -1.0511
C -4.9566 -1.3628 -2.3914
O -4.6602 -2.3209 -3.4232
C -4.7613 0.1528 -2.8502
N -3.3686 0.4668 -3.2449
C -2.8182 0.0003 -4.4290
N -1.4988 0.4302 -4.4659
C -1.2558 1.1979 -3.3231
N -0.1193 1.7994 -3.0082
C 1.1574 1.7736 -3.7449
O 1.0856 1.6102 -5.1611
C 1.6680 0.3929 -5.5033
F 1.1738 -0.6813 -4.7984
F 3.0368 0.4167 -5.2703
F 1.4529 0.0931 -6.8306
N -2.4580 1.1973 -2.5746
N -2.5545 1.8309 -1.3462
C -3.3780 2.8104 -1.3532
O -4.2181 3.5710 -1.1941
H -3.7925 -0.7797 -0.5551
H -3.3373 -2.4143 -1.2733
H -4.9173 -2.2223 -0.3497
H -6.0707 -1.4723 -2.1800
H -4.8464 -1.9236 -4.2976
H -5.0940 0.8043 -1.9918
H -5.4599 0.2996 -3.7318
H -3.3535 -0.6043 -5.1926
H -0.1284 2.3445 -2.1310
H 1.6605 2.7721 -3.5568
H 1.8282 1.0256 -3.2184
C -3.5721 -0.9846 3.7813
C -3.5544 -2.5047 3.8956
C -2.3242 -3.1367 3.2395
C -2.2992 -2.8091 1.7863
N -2.2802 -2.5541 0.6622
H -3.6178 -0.6600 2.7387
H -4.4495 -0.5760 4.2869
H -2.6811 -0.5474 4.2395
H -4.4645 -2.9058 3.4394
H -3.5757 -2.7820 4.9523
H -2.3497 -4.2218 3.3593
H -1.4088 -2.7659 3.7055
C 5.0257 0.9055 -3.3751
C 6.5271 0.9441 -3.1143
C 6.9130 0.3001 -1.7808
C 6.2526 1.0287 -0.6608
N 5.7404 1.5912 0.2046
H 4.4727 1.4722 -2.6202
H 4.7977 1.3487 -4.3435
H 4.6541 -0.1224 -3.3750
H 6.8651 1.9841 -3.1340
H 7.0430 0.4241 -3.9251
H 7.9952 0.3388 -1.6419
H 6.6063 -0.7480 -1.7563
C 3.8457 6.1913 -1.8143
C 3.8209 5.9486 -0.3088
C 3.8517 4.4612 0.0563
C 2.6617 3.7717 -0.5133
N 1.7405 3.2384 -0.9534
H 2.9651 5.7691 -2.3049
H 3.8522 7.2619 -2.0262
H 4.7373 5.7497 -2.2679
H 2.9246 6.4143 0.1109
H 4.6823 6.4433 0.1457
H 3.8462 4.3387 1.1409
H 4.7561 3.9879 -0.3320
C -0.6677 -5.9061 7.6222
C -1.3320 -4.8758 8.5292
C -2.1845 -3.8644 7.7577
C -1.3343 -3.1100 6.7938
N -0.6738 -2.5288 6.0496
H 0.0272 -5.4372 6.9218
H -0.0958 -6.6215 8.2159
H -1.4139 -6.4615 7.0471
H -0.5584 -4.3508 9.0962
H -1.9647 -5.3946 9.2536
H -2.6487 -3.1583 8.4492
H -2.9804 -4.3735 7.2085



Record 7
114
Properties=species:S:1:pos:R:3 method="wB97M-V/def2-TZVPD" charge=+3 spin_multiplicity=2 s2=0.79 e_above_lowest_kcal_mol=27.8 e_homo_ev="-15.9 / -15.9" molar_mass_g_mol=897.2 homo_lumo_gap_ev="6.126 / 4.717" lumo_energy_ev="-9.7736 / -11.1832"
Ir 2.2730 -2.0638 0.6506
C 5.1158 -0.9763 0.8770
N 4.3496 -2.0871 0.2314
C 4.5405 -2.0026 -1.2548
C 4.8242 -3.4158 0.6832
C 6.1655 -3.6773 0.8350
C 6.5785 -4.9358 1.2698
C 5.6410 -5.9131 1.5786
C 4.2925 -5.6665 1.4183
C 3.8598 -4.4242 0.9217
N 2.5398 -4.0413 0.7337
C 1.3858 -4.7784 0.8234
C 1.3002 -6.1811 0.6934
C 0.1079 -6.8196 0.9468
C -1.0167 -6.0842 1.3156
C -0.9755 -4.6896 1.3380
C 0.1986 -4.0357 1.0539
N 0.2297 -2.5686 0.8718
C -0.5196 -2.2797 -0.4059
C -0.4566 -1.8242 1.9753
H 6.1336 -0.9432 0.4934
H 5.1442 -1.1254 1.9543
H 4.6262 -0.0335 0.6434
H 5.5855 -2.2010 -1.4909
H 4.2738 -1.0056 -1.5953
H 3.9189 -2.7493 -1.7500
H 6.9104 -2.9205 0.6312
H 7.6340 -5.1357 1.3951
H 5.9642 -6.8678 1.9700
H 3.5829 -6.4097 1.7390
H 2.1495 -6.7486 0.3492
H 0.0428 -7.8944 0.8486
H -1.9464 -6.5913 1.5357
H -1.8823 -4.1396 1.5504
H -1.5101 -2.7254 -0.3234
H 0.0039 -2.7365 -1.2460
H -0.6109 -1.1988 -0.5106
H -1.5152 -2.0776 1.9892
H -0.3684 -0.7600 1.7563
H -0.0182 -2.0906 2.9355
O -0.7343 0.7590 0.0306
P -1.9480 1.6464 -0.1963
C -3.3945 1.0548 0.7374
C -3.9254 -0.2768 0.1865
C -5.2701 -0.6318 0.8408
C -5.3372 -0.1794 2.3074
C -3.9411 -0.1666 2.9161
C -3.0850 0.9197 2.2506
C -2.3533 1.7218 -1.9818
C -1.9658 0.4337 -2.7241
C -1.9979 0.6712 -4.2368
C -3.2684 1.4267 -4.6857
C -4.3235 1.4466 -3.5859
C -3.8007 2.1654 -2.3399
C -1.5838 3.3624 0.2773
C -0.8128 3.4646 1.6047
C -0.6903 4.9341 1.9980
C -2.0732 5.5306 2.3273
C -3.2095 4.7533 1.6538
C -2.8150 4.3106 0.2479
H -4.1776 1.8089 0.6083
H -3.1803 -1.0569 0.3882
H -4.0487 -0.2431 -0.8960
H -5.4262 -1.7104 0.7714
H -6.0792 -0.1702 0.2722
H -6.0081 -0.8250 2.8724
H -5.7570 0.8280 2.3750
H -3.4863 -1.1561 2.7823
H -3.9778 0.0087 3.9914
H -2.0219 0.7188 2.4092
H -3.2941 1.8720 2.7398
H -1.6670 2.4982 -2.3493
H -2.6487 -0.3758 -2.4555
H -0.9685 0.1087 -2.4160
H -1.9192 -0.2870 -4.7533
H -1.1114 1.2471 -4.5219
H -3.6758 0.9738 -5.5883
H -3.0184 2.4570 -4.9497
H -4.6244 0.4241 -3.3379
H -5.2256 1.9493 -3.9342
H -4.4907 1.9970 -1.5117
H -3.8040 3.2408 -2.5242
H -0.8952 3.6842 -0.5154
H 0.1666 2.9890 1.5032
H -1.3261 2.9206 2.3995
H -0.2331 5.4829 1.1670
H -0.0170 5.0466 2.8481
H -2.1055 6.5725 2.0059
H -2.2300 5.5386 3.4063
H -4.1084 5.3678 1.6088
H -3.4755 3.8762 2.2516
H -2.5676 5.1941 -0.3447
H -3.6659 3.8476 -0.2537
C 3.4868 3.0771 -3.1058
C 3.1903 3.5917 -1.7015
C 4.3207 3.2707 -0.7301
C 1.8378 3.1031 -1.1818
N 1.8179 1.6409 -0.9701
C 1.6111 0.6568 -1.8569
N 1.7156 -0.4888 -1.2199
N 1.9755 -0.1395 0.0362
N 2.0598 1.1186 0.2200
H 4.3877 3.5468 -3.4977
H 2.6753 3.2943 -3.8029
H 3.6732 1.9974 -3.1095
H 3.0754 4.6781 -1.7497
H 4.5102 2.1916 -0.6909
H 4.1067 3.6207 0.2806
H 5.2450 3.7422 -1.0600
H 1.0347 3.3170 -1.8867
H 1.5870 3.5380 -0.2160
H 1.3883 0.8017 -2.9011
O 2.7761 -1.9331 3.5694
C 2.5706 -1.9800 2.4659



Record 8
19
Properties=species:S:1:pos:R:3 method="wB97M-V/def2-TZVPD" e_above_lowest_kcal_mol=147.8 e_homo_ev=-8.9 molar_mass_g_mol=130.1 homo_lumo_gap_ev=9.320 lumo_energy_ev=0.4198
C -1.0894 -2.5791 -0.6411
C -0.5965 -1.3526 -0.8249
C 1.8932 0.4091 1.0123
C 0.6625 1.6634 -0.6033
C -0.3953 -0.3534 0.3520
N 0.7885 0.3889 0.0299
N -1.7018 0.5425 0.3402
O -2.1944 0.7111 1.4312
O -2.1150 0.9517 -0.7282
H -1.3399 -3.1485 -1.5289
H -1.1751 -2.8246 0.3705
H -0.5594 -0.8110 -1.8029
H 1.9095 -0.3399 1.8141
H 2.8227 0.1909 0.3112
H 1.8348 1.3197 1.6053
H -0.2813 1.7253 -1.3169
H 0.4468 2.5400 -0.0125
H 1.5902 1.7747 -1.2157
H -0.5003 -0.8082 1.4074



Record 9
17
Properties=species:S:1:pos:R:3 method="wB97M-V/def2-TZVPD" e_above_lowest_kcal_mol=119.9 e_homo_ev="-8.0 / -7.9" molar_mass_g_mol=167.0 homo_lumo_gap_ev="8.310 / 8.314" lumo_energy_ev="0.2976 / 0.3911"
C 2.0934 1.8143 0.3019
C 1.5989 0.9492 -0.5404
C -0.7980 0.3928 1.6188
C -0.3025 -0.3348 0.4311
C -1.5140 0.4278 0.2908
C -0.2352 -2.1789 -1.1963
O -0.1584 -1.6308 0.1425
Cl -3.0630 -0.3131 0.2278
Cl -1.5797 1.9657 -0.5098
H 2.9298 2.3366 0.1026
H 1.6664 2.0199 1.2059
H 1.6618 0.3658 -1.4318
H -1.3611 -0.2527 2.2648
H -0.2128 1.2247 1.8338
H 0.3281 -1.4710 -1.7260
H -1.1657 -2.0528 -1.7154
H 0.1120 -3.2623 -1.3001